[1]
ORCA calculation (the ωB97M-V functional and the def2-TZVPD basis) on C34H38BrN8S2Ta as an isolated structure at a distorted geometry.

```
! RIJCOSX wB97M-V def2-TZVPD def2/J DEFGRID3
* xyz 2 1
Ta 0.20649 0.04743 -0.31156
S 2.11235 -1.33806 -0.05332
C 1.36377 -2.60387 -0.99230
S -0.21942 -2.02334 -1.42696
C 1.88992 -3.79728 -1.31622
C 3.21065 -4.13535 -0.87709
N 4.27713 -4.33472 -0.50091
C 1.12562 -4.72837 -2.09216
N 0.51193 -5.47584 -2.71137
C -1.40655 1.94846 4.40178
C -2.19791 1.70390 3.10809
C -1.53571 2.46189 1.95137
C -2.53824 0.21702 2.94083
C -3.73262 -0.19868 3.52510
C -4.12295 -1.52862 3.51653
C -3.29924 -2.48030 2.94672
C -2.09203 -2.12649 2.34567
C -1.16214 -3.23261 1.89079
C -1.86968 -4.23627 0.97799
C -0.55841 -3.94018 3.10907
C -1.76050 -0.76780 2.30873
N -0.52681 -0.31430 1.67460
C 0.39605 0.00153 2.57800
C 1.49046 0.74405 2.21148
C 2.52111 1.26297 2.98704
C 3.30528 2.02279 2.13643
C 2.75207 1.96285 0.85833
N 1.59526 1.18852 0.87528
C 3.34537 2.65357 -0.34538
C 2.40696 3.77552 -0.80842
C 4.69544 3.28700 0.00736
C 3.57885 1.62810 -1.45476
H -1.48005 2.99616 4.69391
H -0.34489 1.72660 4.27165
H -1.78674 1.34247 5.22358
H -3.16926 2.18378 3.24714
H -0.48535 2.19207 1.80414
H -1.54990 3.52616 2.19086
H -2.07976 2.35134 1.01112
H -4.35391 0.53703 4.02269
H -5.05028 -1.82388 3.98934
H -3.57860 -3.52470 2.99213
H -0.33437 -2.78093 1.34840
H -2.59119 -4.83313 1.53698
H -1.15118 -4.93287 0.54240
H -2.40607 -3.74523 0.16432
H -1.33577 -4.39438 3.72493
H 0.00405 -3.24835 3.73924
H 0.11806 -4.73348 2.78846
H 0.24868 -0.30256 3.60910
H 2.65816 1.09832 4.04489
H 4.18870 2.57279 2.40694
H 2.37540 4.57945 -0.07212
H 1.38949 3.42331 -0.95364
H 2.76722 4.19411 -1.74960
H 4.60066 4.04561 0.78425
H 5.09298 3.77841 -0.88060
H 5.42257 2.54003 0.32724
H 2.64894 1.15662 -1.76382
H 4.25326 0.83545 -1.12792
H 4.01782 2.11376 -2.32736
N -5.48216 0.07163 0.05801
C -4.43302 0.00193 -0.77787
C -3.11491 0.12751 -0.27487
N -2.05299 0.02318 -1.05737
C -2.29363 -0.17545 -2.38077
C -3.58483 -0.25633 -2.85481
N -4.65519 -0.17101 -2.07638
H -5.35765 0.05495 1.05571
H -6.40633 -0.06049 -0.31944
H -2.97010 0.28756 0.77326
H -1.45674 -0.28298 -3.05051
H -3.75823 -0.40648 -3.91341
Br 1.66788 -0.18884 -3.75672
C 0.66105 1.31492 -3.28727
C 0.47568 2.29565 -4.24939
C -0.30651 3.39517 -3.95176
C -0.89144 3.49485 -2.69283
C -0.65417 2.49398 -1.78996
N 0.11624 1.40807 -2.05747
H 0.93830 2.17771 -5.21834
H -0.46319 4.16517 -4.69579
H -1.51309 4.33415 -2.41729
H -1.08925 2.54189 -0.79518
*
```

Energy relative to the best compared isomer or geometry (same formula, charge and spin), kcal per mole: 0.0
Maximum force, eV Å⁻¹: 1.17
E_LUMO, eV: -7.693
Kohn-Sham gap, eV: 6.564

In the Löwdin picture, each atom carries the following charge in e:
1 Ta 1.488
2 S 0.754
3 C -0.999
4 S 0.694
5 C -0.306
6 C -0.185
7 N 0.223
8 C -0.193
9 N 0.224
10 C -0.033
11 C -0.337
12 C -0.063
13 C -0.173
14 C -0.035
15 C -0.035
16 C -0.003
17 C -0.129
18 C -0.388
19 C -0.058
20 C -0.034
21 C -0.198
22 N -0.081
23 C -0.095
24 C -0.374
25 C 0.069
26 C 0.029
27 C -0.184
28 N -0.111
29 C -0.531
30 C -0.014
31 C -0.042
32 C -0.065
33 H 0.095
34 H 0.062
35 H 0.096
36 H 0.134
37 H 0.044
38 H 0.101
39 H 0.052
40 H 0.128
41 H 0.121
42 H 0.125
43 H 0.074
44 H 0.084
45 H 0.086
46 H 0.073
47 H 0.091
48 H 0.082
49 H 0.092
50 H 0.167
51 H 0.142
52 H 0.123
53 H 0.103
54 H 0.043
55 H 0.102
56 H 0.094
57 H 0.101
58 H 0.102
59 H -0.037
60 H 0.100
61 H 0.106
62 N 0.189
63 C -0.327
64 C -0.036
65 N -0.114
66 C -0.199
67 C -0.069
68 N 0.167
69 H 0.102
70 H 0.129
71 H 0.080
72 H 0.066
73 H 0.131
74 Br 0.947
75 C -0.716
76 C -0.055
77 C 0.021
78 C -0.002
79 C -0.151
80 N -0.148
81 H 0.123
82 H 0.139
83 H 0.135
84 H 0.096

---

[2]
ORCA calculation (the ωB97M-V functional and the def2-TZVPD basis) on one molecule with the formula C6H15NO2.

```
! RIJCOSX wB97M-V def2-TZVPD def2/J DEFGRID3
* xyz 0 1
C 1.49845 -0.49197 0.83273
C -0.95664 0.11427 -0.32057
C 2.71133 -0.16230 -0.01970
C -1.75659 0.26705 0.97689
C -0.46321 1.47453 -0.82685
C -1.83014 -0.56682 -1.38326
N 0.20997 -0.79316 -0.08603
O 1.46774 -1.68675 1.44522
O 1.24038 0.59864 1.68773
H 0.35154 -1.72089 0.72865
H 1.00134 0.18490 2.52813
H 0.56139 -1.11824 -0.98430
H 2.88771 -0.95311 -0.74978
H 3.57644 -0.10414 0.63983
H 2.59187 0.79498 -0.52831
H -2.03735 -0.71087 1.37321
H -1.18336 0.79964 1.73136
H -2.67049 0.83064 0.77941
H 0.10458 1.36326 -1.75432
H 0.17108 1.95338 -0.08255
H -1.31381 2.12775 -1.03160
H -2.15390 -1.55410 -1.04768
H -1.28975 -0.68202 -2.32713
H -2.71858 0.03533 -1.58106
*
```

SMILES: CC(C)(C)[NH2+][C@](C)([O-])O
Energy relative to the best compared isomer or geometry (same formula, charge and spin), kcal per mole: 43.7
Maximum force, eV Å⁻¹: 0.28
E_LUMO, eV: 0.693
Kohn-Sham gap, eV: 10.163

In the Löwdin picture, each atom carries the following charge in e:
1 C -0.693
2 C -0.585
3 C 0.000
4 C -0.034
5 C -0.035
6 C -0.047
7 N 0.084
8 O -0.117
9 O 0.007
10 H 0.167
11 H 0.110
12 H 0.133
13 H 0.085
14 H 0.091
15 H 0.079
16 H 0.090
17 H 0.073
18 H 0.087
19 H 0.085
20 H 0.077
21 H 0.088
22 H 0.087
23 H 0.083
24 H 0.087

---

[3]
ORCA calculation (the ωB97M-V functional and the def2-TZVPD basis) on one molecule with the formula C6H12O.

```
! RIJCOSX wB97M-V def2-TZVPD def2/J DEFGRID3
* xyz 0 1
C 1.94115 0.60726 -0.37580
C 1.09209 -0.28110 0.53693
C -0.36894 -0.40093 0.11400
C -0.65038 -1.47901 -0.91531
C -1.44216 -0.14703 1.15102
C -1.21789 0.84325 0.05720
O -0.69775 2.08289 0.44417
H 1.74666 1.66361 -0.17094
H 1.72981 0.42022 -1.43491
H 3.00976 0.43956 -0.21248
H 1.15610 0.09200 1.56505
H 1.51746 -1.29333 0.55481
H 0.02366 -1.39705 -1.77711
H -0.51836 -2.47744 -0.47884
H -1.67929 -1.41828 -1.28981
H -1.10893 0.16024 2.13924
H -2.35212 -0.74346 1.13876
H -1.96787 0.89320 -0.73576
H -0.21302 2.43541 -0.31023
*
```

SMILES: CC[C@@]1(C)C[C@H]1O
Energy relative to the best compared isomer or geometry (same formula, charge and spin), kcal per mole: 26.4
Maximum force, eV Å⁻¹: 0.29
E_LUMO, eV: 0.948
Kohn-Sham gap, eV: 10.330

In the Löwdin picture, each atom carries the following charge in e:
1 C -0.093
2 C -0.188
3 C -0.445
4 C -0.040
5 C -0.036
6 C -0.320
7 O -0.011
8 H 0.061
9 H 0.076
10 H 0.071
11 H 0.113
12 H 0.112
13 H 0.079
14 H 0.085
15 H 0.082
16 H 0.114
17 H 0.108
18 H 0.146
19 H 0.087

---

[4]
ORCA calculation (the ωB97M-V functional and the def2-TZVPD basis) on a 5-piece molecular cluster, C28H32BrClN2O3P2 overall at a distorted geometry.

```
! RIJCOSX wB97M-V def2-TZVPD def2/J DEFGRID3
* xyz 0 1
N 2.91938 -3.09078 6.27034
P 2.45996 -4.52525 5.69306
C 1.58180 -4.49461 4.00061
C 0.05428 -3.82443 3.88046
N -0.07750 -2.32160 3.79950
C -0.14352 -4.23960 2.27106
O -1.23485 -4.68935 1.64540
O 1.21891 -4.05537 1.66748
C 2.37455 -4.08019 2.62735
Cl 3.37192 -5.50702 1.93182
P 3.13020 -2.36368 2.37248
O 3.10717 -1.34996 3.77847
Br 1.70798 -1.27892 0.90061
H 3.97336 -3.14487 6.39833
H 3.57488 -5.48333 5.69443
H 1.50011 -5.07306 6.65144
H 1.36549 -5.65624 3.82681
H -0.83152 -4.42520 4.38481
H -0.96664 -2.04647 3.28057
H -0.10424 -1.94391 4.77512
H 2.19201 -0.98823 3.96594
C -1.17974 3.12981 4.90441
C -1.22551 2.44319 6.11736
C -0.41170 1.32899 6.32003
C 0.45595 0.90697 5.31227
C 0.50441 1.59591 4.10070
C -0.31619 2.70456 3.89462
H -1.81661 3.99607 4.74557
H -1.89665 2.77623 6.90510
H -0.45247 0.79019 7.26276
H 1.09379 0.04163 5.47184
H 1.18181 1.26787 3.31606
H -0.28216 3.23771 2.94859
C -1.73415 1.13371 1.15089
C -2.92546 1.75074 1.53142
C -3.79509 2.24797 0.56120
C -3.47764 2.11916 -0.79126
C -2.28806 1.49874 -1.17185
C -1.41403 1.00981 -0.20130
H -1.05504 0.74936 1.90742
H -3.17599 1.84493 2.58510
H -4.72007 2.73469 0.85823
H -4.15754 2.50222 -1.54764
H -2.04160 1.39699 -2.22591
H -0.48477 0.53146 -0.49801
C 1.55970 0.83184 -2.40805
C 1.58025 1.76862 -3.44091
C 1.81887 1.35727 -4.75189
C 2.02734 0.00640 -5.03156
C 2.00305 -0.93083 -3.99914
C 1.77365 -0.51824 -2.68686
H 1.37708 1.15325 -1.38600
H 1.41096 2.82033 -3.22384
H 1.84149 2.08829 -5.55551
H 2.20846 -0.31498 -6.05383
H 2.16391 -1.98373 -4.21750
H 1.76027 -1.24797 -1.88206
C -2.70846 2.61270 -8.50590
C -2.48578 1.82418 -7.37744
C -1.20234 1.35845 -7.09336
C -0.13877 1.68986 -7.93329
C -0.36086 2.48153 -9.05971
C -1.64599 2.93953 -9.34886
H -3.70945 2.97264 -8.72884
H -3.31337 1.57171 -6.71924
H -1.03036 0.73850 -6.21769
H 0.86236 1.33108 -7.70939
H 0.46839 2.74106 -9.71327
H -1.81961 3.55167 -10.22950
*
```

SMILES: N=[PH2][C@H]1[C@@H](N)C(=O)O[C@@]1(Cl)P(O)Br.c1ccccc1.c1ccccc1.c1ccccc1.c1ccccc1
Maximum force, eV Å⁻¹: 9.29
E_LUMO, eV: -0.543
Kohn-Sham gap, eV: 8.465

In the Löwdin picture, each atom carries the following charge in e:
1 N -0.358
2 P 0.705
3 C -0.375
4 C -0.223
5 N 0.025
6 C -0.209
7 O 0.018
8 O -0.296
9 C -0.898
10 Cl 0.584
11 P 0.693
12 O -0.414
13 Br 0.358
14 H -0.017
15 H 0.018
16 H 0.009
17 H 0.126
18 H 0.168
19 H 0.119
20 H 0.081
21 H 0.006
22 C -0.092
23 C -0.093
24 C -0.090
25 C -0.104
26 C -0.100
27 C -0.102
28 H 0.104
29 H 0.101
30 H 0.102
31 H 0.083
32 H 0.091
33 H 0.107
34 C -0.098
35 C -0.095
36 C -0.095
37 C -0.095
38 C -0.085
39 C -0.091
40 H 0.073
41 H 0.098
42 H 0.099
43 H 0.100
44 H 0.101
45 H 0.052
46 C -0.108
47 C -0.087
48 C -0.105
49 C -0.101
50 C -0.089
51 C -0.107
52 H 0.079
53 H 0.103
54 H 0.094
55 H 0.098
56 H 0.102
57 H 0.031
58 C -0.099
59 C -0.096
60 C -0.092
61 C -0.100
62 C -0.096
63 C -0.099
64 H 0.099
65 H 0.100
66 H 0.098
67 H 0.086
68 H 0.100
69 H 0.099

---

> Which of these has the lowest maximum force?

C6H15NO2

---

> The lowest Kohn-Sham gap belongs to which entry?

C34H38BrN8S2Ta